DFT (wB97M-V/def2-TZVPD) results for a molecular structure, C40H43BCl2IrN5O5.

```
! RIJCOSX wB97M-V def2-TZVPD def2/J DEFGRID3
* xyz 0 1
C -3.441 2.835 -4.167
H -1.045 2.345 3.516
H -4.264 -3.606 2.517
O -2.484 1.642 -0.343
N -1.782 -0.794 1.552
H 1.621 0.379 -2.804
C -0.307 -3.705 -2.152
C 3.103 -1.852 3.640
N -1.586 0.182 -2.400
N -1.444 -0.200 2.697
H 0.057 6.105 -1.131
C -2.089 -0.746 3.734
C 1.212 -2.674 2.226
H -0.906 -0.770 -5.538
C -3.257 -2.513 0.706
H -0.368 5.035 1.046
C 2.700 -0.618 0.441
H 3.008 -2.730 -1.689
C 1.457 3.276 2.736
C -2.659 -1.743 1.854
H -1.790 2.383 1.895
H 1.598 -0.618 2.717
H 1.508 -4.723 -1.701
H 2.107 3.218 -3.739
H 3.451 1.418 0.196
H 0.600 1.534 1.840
C -2.114 0.933 -5.059
C 0.461 3.145 0.468
H 1.286 4.352 2.780
B 0.537 -0.145 -0.185
H -0.827 -2.781 -1.902
H 3.551 -1.199 0.746
C 0.966 -3.626 -0.001
H 0.308 -5.943 2.410
C -1.109 -0.510 -3.433
C 1.651 -1.592 3.205
H -0.807 0.581 2.697
Cl -3.865 3.376 -5.753
C -1.343 -0.171 -4.751
C 1.087 -3.730 -1.519
H 1.636 -1.738 -2.173
C -3.630 3.118 -1.791
H 0.917 -0.579 4.971
H -0.917 -4.528 -1.780
O -3.661 -2.523 5.312
H 2.201 -3.043 -3.227
H -4.531 4.414 -3.248
H 0.465 -5.701 -0.031
C 0.337 5.073 -0.967
C 0.989 4.362 -1.956
H 3.900 1.318 -2.243
C -3.921 3.538 -3.083
C -2.338 1.286 -2.674
H 0.871 -4.024 3.848
Cl -4.265 3.947 -0.429
H -1.225 3.865 2.657
H 0.569 1.345 -3.847
C 0.786 -1.542 4.474
C 1.599 1.180 -3.538
H 1.451 2.886 3.756
N 1.379 1.034 -0.279
C 2.039 -2.743 -2.189
H -0.248 -3.797 -3.240
C 0.568 -4.988 1.972
H 4.250 2.400 -3.585
C -1.008 2.804 2.524
H 1.217 4.855 -2.893
H 4.029 3.066 -1.965
C 2.665 0.688 0.114
H -0.515 -1.371 -3.178
H 2.446 3.108 2.306
C 3.681 2.299 -2.658
C -2.634 1.689 -4.003
C 1.055 2.404 -0.568
C -2.880 -1.765 3.244
H 3.431 -1.093 4.353
C -3.690 -2.670 4.114
O -3.998 -3.465 0.957
C 0.371 2.604 1.885
H 2.177 0.865 -4.409
H -1.978 -0.395 4.746
H 1.085 -2.317 5.180
H -0.266 -1.690 4.252
H 3.797 -1.852 2.803
Ir -1.500 -0.302 -0.421
C -2.809 2.004 -1.549
C 1.191 -2.505 0.819
H 3.166 -2.830 4.120
H -2.304 1.204 -6.087
C 0.882 -3.907 2.773
C 0.643 -4.842 0.605
C 0.096 4.467 0.249
C 1.382 3.034 -1.789
O -4.393 -3.600 3.514
N 1.435 -1.181 0.303
O -2.952 -2.072 -0.446
C 2.180 2.460 -2.957
*
```

Values from the calculation:
Relative energy (zero: lowest compared OMol25 entry of this formula, charge and spin), eV: 0.662
Total energy, Eh: -3249.7457
Orbital gap (spin up / spin down), hartree: 0.241 / 0.238


DFT (wB97M-V/def2-TZVPD) results for a single C2H5NO2 molecule.

```
! RIJCOSX wB97M-V def2-TZVPD def2/J DEFGRID3
* xyz 0 1
H 1.177 -0.432 0.354
H 0.275 -0.835 -1.364
H 1.144 1.922 -0.661
H 0.433 0.862 1.480
O -1.295 -1.154 1.210
N 1.059 0.909 -0.580
C -0.961 -0.522 0.187
O -0.521 -1.272 -0.991
C 0.444 0.348 0.515
H -1.755 0.175 -0.151
*
```

Values from the calculation:
Relative energy (zero: lowest compared OMol25 entry of this formula, charge and spin), eV: 5.989
Total energy, Eh: -284.2473
Orbital gap, hartree: 0.268


DFT (wB97M-V/def2-TZVPD) results for a gas-phase ion, C8H9O2 (charge -1).

```
! RIJCOSX wB97M-V def2-TZVPD def2/J DEFGRID3
* xyz -1 1
H -2.372 0.434 1.393
H 0.614 1.938 -2.236
H -2.358 -0.775 0.122
H 0.746 0.228 -2.824
O -1.214 -1.444 2.721
C -0.900 -1.212 1.511
H 0.889 0.868 1.389
H 0.636 2.405 0.310
C -1.677 -0.201 0.683
H -1.255 1.485 -0.739
C 0.285 -1.809 0.979
O 1.891 -2.177 -0.807
H 1.963 0.871 -2.003
C -0.864 0.822 -0.008
C 0.913 0.906 -1.973
C 1.038 -1.677 -0.163
C 0.498 0.400 -0.656
C 0.488 1.344 0.514
H 0.679 -2.406 1.788
*
```

Values from the calculation:
Relative energy (zero: lowest compared OMol25 entry of this formula, charge and spin), eV: 3.501
Total energy, Eh: -460.6442
Orbital gap, hartree: 0.264


> Among the records above, which one has the lowest relative energy (zero: lowest compared OMol25 entry of this formula, charge and spin)?

C40H43BCl2IrN5O5


> Which of these has the highest relative energy (zero: lowest compared OMol25 entry of this formula, charge and spin)?

C2H5NO2